A structure of composition C23H50B2CsF4N5O3 at a distorted geometry, computed with ωB97M-V/def2-TZVPD.

Output
* total charge: +4
* LUMO energy: -11.50 eV

Geometry (Å):
Cs1 20.80 17.08 9.42
B1 20.52 17.30 6.08
H1 20.28 18.13 6.73
H2 20.87 16.55 6.78
H3 19.64 16.99 5.56
H4 21.31 17.51 5.37
C1 19.34 13.93 3.29
C2 20.01 13.58 4.64
O1 21.01 12.88 4.71
N1 19.59 14.38 5.90
H5 19.90 13.97 6.77
H6 20.03 15.29 5.91
C3 18.06 14.52 5.90
H7 20.06 13.54 2.57
H8 19.21 15.00 3.12
H9 18.43 13.34 3.30
H10 17.58 13.56 5.67
H11 17.74 15.32 5.24
H12 17.73 14.88 6.88
C4 24.08 14.70 9.26
N2 23.98 14.49 7.81
C5 24.33 13.22 7.32
C6 24.29 13.00 5.95
C7 24.05 14.06 5.03
C8 23.73 15.29 5.53
C9 23.57 15.49 6.93
C10 23.96 13.81 3.56
C11 23.85 14.88 2.59
C12 23.81 14.57 1.22
N3 23.94 13.26 0.77
C13 24.23 12.31 1.66
C14 24.21 12.53 3.03
C15 23.95 12.98 -0.65
H13 23.69 13.77 9.67
H14 23.48 15.53 9.64
H15 25.13 14.72 9.58
H16 24.62 12.53 8.10
H17 24.70 12.05 5.67
H18 23.47 16.07 4.83
H19 23.15 16.36 7.40
H20 23.58 15.89 2.86
H21 23.66 15.28 0.42
H22 24.51 11.41 1.13
H23 24.45 11.74 3.72
H24 23.32 13.82 -0.93
H25 23.43 12.04 -0.85
H26 24.98 12.92 -1.02
C16 17.46 19.00 4.48
C17 17.04 20.41 5.10
C18 15.51 20.47 5.33
O2 15.18 21.64 6.08
C19 13.90 21.70 6.53
N4 17.84 20.63 6.44
H27 18.82 20.78 6.23
H28 17.50 21.47 6.89
H29 17.81 19.93 7.17
H30 17.40 18.20 5.23
H31 18.44 19.08 4.03
H32 16.78 18.65 3.70
H33 17.32 21.26 4.49
H34 15.22 19.57 5.88
H35 15.01 20.55 4.36
H36 13.62 22.65 7.00
H37 13.77 20.91 7.28
H38 13.25 21.63 5.66
C20 23.27 21.09 2.96
C21 22.46 19.75 3.19
C22 22.88 18.41 2.52
O3 21.87 17.42 2.93
C23 20.86 17.27 2.00
N5 22.51 19.56 4.70
H39 21.89 18.77 4.86
H40 23.37 19.38 5.20
H41 22.07 20.30 5.23
H42 22.74 21.85 3.52
H43 23.19 21.31 1.89
H44 24.33 21.00 3.23
H45 21.41 19.87 2.92
H46 23.85 18.13 2.94
H47 22.97 18.40 1.43
H48 20.21 16.47 2.35
H49 21.07 17.32 0.93
H50 20.25 18.16 2.14
B2 20.33 13.57 8.80
F1 19.83 12.53 8.12
F2 21.15 14.09 7.92
F3 19.32 14.41 9.13
F4 21.08 13.19 9.97



A structure of composition C9H14N2O2S at a distorted geometry, computed with ωB97M-V/def2-TZVPD.

Output
* total charge: 0
* LUMO energy: -0.25 eV

Geometry (Å):
C1 -1.19 1.88 -0.91
C2 -1.82 -0.42 -1.13
C3 -3.17 -0.47 -0.61
C4 -0.60 0.26 0.89
C5 0.15 -1.06 1.17
C6 1.24 -1.48 0.26
C7 2.45 -0.67 0.20
C8 3.97 0.82 0.77
C9 4.59 0.35 -0.38
H1 -0.68 2.23 -2.12
H2 -2.43 2.02 -0.85
H3 -0.64 2.54 -0.03
H4 -1.82 -0.32 -2.23
H5 -1.47 -1.48 -0.93
H6 -3.58 -1.26 -1.35
H7 -3.65 0.43 -0.78
H8 -3.11 -0.52 1.35
H9 -1.49 0.26 1.51
H10 -0.05 1.12 1.48
H11 0.56 -0.67 2.18
H12 -0.57 -1.97 1.30
H13 4.24 1.61 1.46
H14 5.57 0.44 -0.76
N1 -0.92 0.51 -0.52
N2 2.73 0.27 1.05
O1 -3.11 -1.13 0.64
O2 1.28 -2.47 -0.52
S1 3.51 -0.80 -1.13



A structure of composition C30H24N3O3OsS at a distorted geometry, computed with ωB97M-V/def2-TZVPD.

Output
* total charge: -1
* LUMO energy (alpha / beta): 2.56 / 2.56 eV

Geometry (Å):
Os1 -0.02 0.51 0.31
O1 1.72 1.35 -0.73
C1 2.88 1.35 -0.12
C2 3.66 2.53 -0.05
C3 4.91 2.54 0.52
C4 5.47 1.37 1.06
C5 4.73 0.21 1.00
C6 3.45 0.17 0.44
C7 2.74 -1.10 0.44
N1 1.49 -1.22 0.23
N2 0.96 -2.49 0.38
C8 -0.31 -2.44 0.09
O2 -0.94 -1.42 -0.37
C9 -1.09 -3.71 0.30
C10 -2.47 -3.68 0.19
C11 -3.22 -4.83 0.45
C12 -2.58 -6.01 0.80
C13 -1.20 -6.04 0.89
C14 -0.45 -4.89 0.65
H1 3.22 3.43 -0.47
H2 5.48 3.47 0.56
H3 6.46 1.38 1.50
H4 5.14 -0.71 1.41
H5 3.30 -2.01 0.70
H6 -2.94 -2.75 -0.09
H7 -4.30 -4.80 0.37
H8 -3.16 -6.90 1.01
H9 -0.69 -6.96 1.17
H10 0.63 -4.90 0.72
S1 -2.01 3.12 -3.00
C15 -1.66 1.63 -3.83
C16 -1.92 1.28 -5.15
C17 -1.52 0.02 -5.57
C18 -0.88 -0.86 -4.69
C19 -0.63 -0.50 -3.38
C20 -1.03 0.76 -2.94
N3 -0.85 1.26 -1.66
C21 -1.30 2.47 -1.54
C22 -1.16 3.19 -0.28
C23 -1.55 4.52 -0.13
C24 -1.32 5.18 1.06
C25 -0.68 4.48 2.10
C26 -0.32 3.16 1.95
C27 -0.56 2.44 0.76
H11 -2.41 1.97 -5.83
H12 -1.70 -0.28 -6.59
H13 -0.56 -1.83 -5.04
H14 -0.14 -1.17 -2.67
H15 -2.02 5.05 -0.96
H16 -1.60 6.22 1.18
H17 -0.47 5.00 3.03
H18 0.16 2.66 2.79
C28 -2.45 0.09 2.36
O3 -1.15 -0.07 2.94
C29 -0.06 0.02 2.18
C30 1.10 -0.33 3.07
H19 -2.96 0.90 2.89
H20 -3.00 -0.84 2.49
H21 -2.37 0.34 1.31
H22 0.86 -0.20 4.13
H23 1.98 0.26 2.80
H24 1.34 -1.39 2.89



A structure of composition C16H12IrN5O7S at a distorted geometry, computed with ωB97M-V/def2-TZVPD.

Output
* total charge: 0
* LUMO energy (alpha / beta): -2.13 / -2.20 eV

Geometry (Å):
Ir1 -0.06 0.05 -0.12
S1 -3.70 -2.25 -1.23
C1 -4.22 -1.05 -0.11
C2 -3.20 -0.25 0.30
C3 -1.95 -0.58 -0.28
C4 -2.09 -1.66 -1.15
C5 -0.92 -2.12 -1.83
C6 -0.82 -3.20 -2.72
C7 0.40 -3.53 -3.26
C8 1.52 -2.76 -2.93
C9 1.36 -1.71 -2.05
N1 0.18 -1.40 -1.51
H1 -5.26 -1.02 0.17
H2 -3.34 0.56 1.00
H3 -1.73 -3.74 -2.97
H4 0.51 -4.37 -3.92
H5 2.49 -2.97 -3.35
H6 2.20 -1.08 -1.76
O1 3.77 1.48 0.76
C10 2.56 1.47 0.69
O2 1.86 0.73 -0.11
C11 1.77 2.39 1.63
C12 2.52 3.32 2.33
C13 1.92 4.16 3.25
C14 0.56 4.09 3.48
C15 -0.18 3.20 2.76
C16 0.37 2.31 1.80
O3 -0.46 1.47 1.24
N2 -1.63 3.13 2.99
O4 -1.99 2.90 4.13
O5 -2.37 3.29 2.04
N3 2.72 5.12 4.00
O6 3.93 5.11 3.83
O7 2.14 5.87 4.76
H7 3.59 3.36 2.16
H8 0.10 4.75 4.21
N4 0.77 -2.81 1.06
N5 0.39 -1.52 1.51
H9 0.94 -3.44 1.84
H10 1.61 -2.74 0.50
H11 1.08 -1.06 2.11
H12 -0.49 -1.60 2.01